(1)
A 7-piece molecular cluster, C28H77N7O7 overall at a distorted geometry. Source: the OMol25 dataset; level of theory: ωB97M-V with the def2-TZVPD basis set.

Geometry as XYZ:
```
119
Properties=species:S:1:pos:R:3:forces:R:3
C 1.834636 4.714054 -0.176530 -0.4 -0.8 -0.8
O 1.776872 3.653560 0.729437 0.9 -0.9 1.5
C 1.939155 2.320034 0.247192 -0.3 -0.4 -0.2
C 3.416218 1.929163 -0.053962 0.1 1.3 0.2
C 3.623013 0.709575 -0.967889 -1.7 1.2 -0.2
N 4.147845 1.756563 1.183205 -0.2 -0.6 0.7
H 2.128030 5.643662 0.308796 -0.2 -0.1 0.2
H 0.820667 4.743137 -0.582175 0.0 0.8 -0.5
H 2.546002 4.513907 -0.980385 0.0 0.1 -0.2
H 1.582744 1.650167 1.031893 0.1 0.2 0.4
H 1.200363 2.128756 -0.536532 0.3 0.2 -0.7
H 3.816473 2.850378 -0.484628 0.3 -0.2 -0.6
H 3.322548 1.079884 -1.950394 0.5 -0.3 -0.4
H 2.825281 -0.001054 -0.743920 0.4 -0.5 0.3
H 4.616599 0.267542 -0.962911 -0.1 0.2 0.2
H 3.736747 0.900606 1.557958 0.7 -0.5 0.1
H 3.830148 2.420190 1.880544 0.1 0.7 -0.2
C 0.605720 1.705181 5.595986 0.0 0.2 -0.3
O 1.575732 0.714613 5.320104 0.2 0.0 -1.1
C 1.831938 0.632220 3.914343 1.0 -0.6 -0.2
C 2.781659 -0.558032 3.579162 -0.4 -0.1 -0.6
C 4.157007 -0.453408 4.205436 -0.5 0.9 0.6
N 2.960343 -0.742093 2.103709 -0.2 0.3 1.1
H -0.374789 1.414063 5.213158 -0.3 -0.4 0.7
H 0.725325 2.651337 5.061336 0.8 0.1 -0.1
H 0.691717 1.910350 6.661643 -0.6 -0.1 0.0
H 0.925271 0.438247 3.337134 -0.3 0.2 0.1
H 2.281749 1.566129 3.570569 0.0 0.2 -0.1
H 2.227172 -1.415799 3.969409 0.1 -0.3 0.3
H 3.968556 -0.261981 5.262897 0.5 -0.3 0.2
H 4.667999 0.430133 3.820112 0.0 0.0 -0.1
H 4.828625 -1.296976 4.049811 -0.3 -0.2 0.0
H 2.056564 -0.754507 1.637854 -0.2 -0.1 0.1
H 3.337970 -1.676587 2.016758 0.2 0.0 -0.3
C -4.212885 2.733485 2.240899 0.1 0.8 0.2
O -3.522039 1.654877 2.840161 -0.5 -0.6 -0.6
C -3.385379 0.510678 1.958013 0.8 1.5 -0.2
C -3.242145 -0.740761 2.770229 0.4 -1.4 1.4
C -1.939814 -0.861586 3.569829 0.2 2.1 0.4
N -3.299843 -1.951008 1.962991 -0.5 0.2 -1.0
H -3.697888 3.218133 1.408042 0.3 -0.5 -0.4
H -4.298360 3.557283 2.950620 0.1 -0.3 0.4
H -5.236862 2.515179 1.931479 0.0 -0.5 -0.1
H -4.195170 0.503889 1.225357 -0.5 -0.4 0.3
H -2.497127 0.680398 1.344063 0.3 -0.1 0.0
H -4.061449 -0.752976 3.493616 -0.1 0.3 0.2
H -1.901749 -1.612911 4.357764 -0.3 -0.4 -0.4
H -1.815532 0.083646 4.103628 -0.1 0.1 0.3
H -1.037386 -0.860715 2.960066 -0.2 -0.5 -0.2
H -3.209512 -2.769654 2.548930 0.1 0.0 0.1
H -4.228398 -1.992529 1.560947 -0.1 -0.3 -0.3
C 1.163170 2.342589 -3.994887 0.5 0.3 -1.1
O 2.157740 1.461141 -4.477027 0.4 -0.2 0.2
C 2.288433 1.401919 -5.878096 0.6 -0.5 0.1
C 3.475241 0.487774 -6.307288 0.4 1.2 0.1
C 4.819480 0.906024 -5.667848 -1.3 0.0 -0.8
N 3.589544 0.524996 -7.750486 -0.2 -0.7 -0.6
H 0.193300 2.022233 -4.380217 -0.4 -0.2 0.7
H 1.301184 3.342007 -4.416318 0.2 0.2 -0.1
H 1.292708 2.449263 -2.919119 -0.4 -0.4 0.0
H 1.396623 0.999804 -6.367192 -0.4 -0.1 0.1
H 2.434577 2.402488 -6.292771 0.2 0.2 0.0
H 3.293997 -0.553493 -6.037909 -0.3 0.0 0.2
H 4.723454 0.636128 -4.617551 0.7 0.2 0.0
H 4.954831 1.975933 -5.832594 0.0 0.1 0.4
H 5.616425 0.427932 -6.236557 0.1 -0.4 0.5
H 4.003870 1.333401 -8.191242 0.0 0.2 0.5
H 2.691163 0.342576 -8.176234 0.1 0.0 -0.2
C -2.887641 2.002356 -1.958303 -0.7 0.3 -0.3
O -3.646674 3.160657 -2.295329 -0.6 0.0 -0.1
C -5.019605 2.965666 -1.984742 -1.0 0.8 0.4
C -5.912909 4.170368 -2.412056 1.1 0.1 0.0
C -7.420100 4.051991 -2.088383 1.3 -0.5 -0.1
N -5.685081 4.324883 -3.836535 -0.4 0.4 -0.6
H -1.882641 2.156335 -2.346245 0.0 -0.1 0.4
H -3.311365 1.109438 -2.422772 0.0 -0.1 -0.3
H -2.976750 1.836031 -0.883051 0.6 0.0 0.2
H -5.395355 2.074453 -2.492226 0.0 -0.2 0.0
H -5.146890 2.870678 -0.903540 0.1 -0.4 0.2
H -5.539388 5.051805 -1.883948 0.2 0.1 0.3
H -7.564233 4.196103 -1.017494 -0.2 -0.4 0.0
H -7.691558 3.063270 -2.459280 -0.6 0.0 0.3
H -8.010909 4.820698 -2.585177 0.2 0.0 -0.2
H -4.727950 4.100620 -4.074098 0.1 -0.1 0.1
H -5.792219 5.302106 -4.074572 -0.2 0.0 -0.3
C 0.878721 -8.493833 1.988178 0.2 0.8 -1.0
O 1.247619 -7.098899 1.883458 -1.6 -0.6 0.8
C 0.118801 -6.239797 2.220790 1.2 0.3 1.0
C 0.751260 -5.012367 2.923044 -0.8 0.2 -1.6
C -0.265156 -4.002370 3.499629 0.6 -1.4 -0.1
N 1.585737 -4.354215 1.872771 0.7 -0.3 0.8
H -0.108463 -8.636173 1.545597 -0.1 -0.1 0.0
H 0.859086 -8.886184 3.005222 0.2 0.2 0.1
H 1.599089 -9.018010 1.361331 0.0 -0.2 0.3
H -0.441391 -6.027726 1.309188 0.0 0.4 -0.1
H -0.579372 -6.659342 2.947642 0.1 -0.6 0.0
H 1.316448 -5.384120 3.778753 0.3 -0.2 -0.2
H 0.335453 -3.143329 3.796740 -0.5 0.4 -0.1
H -0.691393 -4.481941 4.382009 -0.1 0.3 0.2
H -1.082567 -3.814928 2.804006 0.2 0.5 -0.1
H 2.466061 -4.080983 2.295034 0.0 0.5 0.3
H 1.940830 -5.067573 1.246879 -0.3 -0.3 -0.2
C 0.383455 -0.869711 -3.146767 -0.3 0.1 0.3
O -0.776486 -0.510370 -2.403269 -0.3 -0.9 0.0
C -0.622490 -0.626780 -0.973572 0.9 0.8 -0.7
C 0.172935 -1.818305 -0.421869 -1.1 -1.6 0.1
C -0.565750 -3.169254 -0.535253 -0.8 -0.6 -1.1
N 0.431025 -1.690155 1.004819 0.1 0.9 0.4
H 0.429171 -1.953116 -3.269361 0.2 -0.1 0.0
H 1.293628 -0.505154 -2.667579 0.1 0.0 0.0
H 0.341656 -0.405324 -4.131071 -0.2 0.0 0.1
H -0.109312 0.314820 -0.764908 0.2 -0.1 0.9
H -1.615543 -0.582237 -0.526341 -0.1 -0.2 -0.1
H 1.134819 -1.947265 -0.919072 0.0 0.3 -0.1
H -0.843665 -3.466238 -1.549345 0.4 0.1 -0.3
H -1.530564 -3.243355 -0.028705 -0.1 0.8 0.3
H -0.010675 -3.987017 -0.077369 0.5 0.2 -0.2
H -0.432135 -1.889589 1.494884 -0.4 0.3 -0.1
H 0.974338 -2.507770 1.269842 0.2 -0.1 -0.1
```
Forces are in eV/Å.

Its net charge is 0. The orbital gap is 8.83 eV. Its SMILES is COC[C@H](C)N.COC[C@H](C)N.COC[C@H](C)N.COC[C@H](C)N.COC[C@H](C)N.COC[C@H](C)N.COC[C@H](C)N. The calculation puts the HOMO energy at -8.268 eV. The value obtained for the energy above the lowest of the compared OMol25 structures with the same formula, charge and spin is 228.0 kJ/mol.

=====

(2)
A 7-piece molecular cluster, C28H77N7O7 overall at a distorted geometry. Source: the OMol25 dataset; level of theory: ωB97M-V with the def2-TZVPD basis set.

Geometry as XYZ:
```
119
Properties=species:S:1:pos:R:3:forces:R:3
C -1.204298 0.841802 -4.324350 -0.8 0.0 0.1
O -1.194826 1.284183 -2.964063 1.0 -0.5 -1.4
C -1.599975 0.301075 -2.015075 0.8 1.3 0.4
C -0.817973 0.616723 -0.721082 0.9 0.6 0.7
C 0.752463 0.525380 -0.820054 -0.3 -1.0 -1.1
N -1.219198 -0.304561 0.364319 0.2 0.4 -0.6
H -1.140267 1.688917 -5.006771 0.3 0.2 0.4
H -2.154110 0.373452 -4.593986 -0.3 -0.1 0.3
H -0.448686 0.102275 -4.593968 0.4 0.1 0.4
H -2.678776 0.461567 -2.015453 -0.2 -0.7 1.0
H -1.343305 -0.736039 -2.241258 -0.1 -0.1 -0.6
H -0.971650 1.611031 -0.299056 -0.7 0.3 -0.7
H 1.311892 0.825811 0.066011 -0.5 0.3 0.2
H 1.248514 0.948721 -1.694607 -0.4 0.6 0.0
H 1.003399 -0.531080 -0.945603 0.0 -0.3 0.1
H -0.565646 -1.062605 0.205176 -0.2 -0.6 0.5
H -0.857208 0.179487 1.176920 -0.1 -0.4 0.5
C 1.750304 2.623578 2.468497 0.8 0.4 -1.0
O 2.578412 1.518881 2.178464 -0.4 -1.2 -0.3
C 3.182838 0.930914 3.318106 -0.8 1.2 1.2
C 3.605312 -0.473428 3.152838 0.4 -2.1 0.0
C 4.358672 -1.035702 4.356036 -2.2 0.2 1.0
N 4.504733 -0.675192 2.035269 -0.5 0.3 -0.2
H 1.278711 2.954770 1.541938 0.1 -0.2 -0.3
H 2.455895 3.415700 2.725452 -0.6 0.5 0.8
H 0.911754 2.437570 3.141127 0.4 -0.1 0.6
H 4.039265 1.521193 3.657227 0.2 0.3 -0.1
H 2.469228 0.955020 4.145956 -0.2 0.1 0.2
H 2.734531 -1.084003 2.905431 -0.2 -0.1 0.4
H 5.118981 -0.323917 4.676237 0.6 -0.6 -0.2
H 4.562009 -2.094972 4.208632 1.0 0.4 -0.5
H 3.674829 -1.134523 5.203955 -0.2 0.5 0.3
H 5.118203 0.121755 2.158912 0.5 0.1 -1.1
H 3.845119 -0.529123 1.280671 0.9 0.4 -1.0
C -2.735966 -4.594142 6.613425 -0.2 1.5 -0.5
O -1.470999 -4.189242 6.097991 0.7 -0.6 0.3
C -1.437190 -2.842815 5.655815 0.5 0.0 -1.6
C -0.217161 -2.618058 4.675784 0.0 -0.7 -0.4
C -0.162253 -1.257163 4.031938 -0.3 2.2 1.1
N -0.123855 -3.530570 3.537896 0.2 -1.3 0.4
H -2.999822 -3.975447 7.473901 -0.1 0.2 0.1
H -2.846967 -5.624024 6.948666 0.8 -0.1 -0.5
H -3.426467 -4.366205 5.798907 -0.6 -0.3 0.2
H -2.293114 -2.629756 5.010680 -0.5 0.0 0.3
H -1.385880 -2.138504 6.487895 -0.1 0.0 0.1
H 0.676304 -2.799952 5.275459 0.2 0.1 0.0
H 0.031844 -0.468027 4.764041 0.0 0.0 0.4
H -1.104341 -0.921864 3.595580 -0.2 -0.5 -0.1
H 0.616012 -1.038624 3.301271 0.1 -0.9 -0.1
H -0.850191 -3.437873 2.838895 -0.2 0.6 0.5
H -0.204672 -4.479044 3.882776 0.1 -0.2 0.0
C 1.459615 3.257778 -6.236490 0.6 -0.7 1.8
O 2.281921 4.414315 -6.391573 -1.5 0.4 -1.8
C 1.701211 5.261203 -7.407364 0.0 0.4 -0.6
C 0.538573 6.086310 -6.890276 0.8 0.5 1.3
C -0.054961 6.989727 -7.920237 -0.7 0.5 -1.1
N 1.012577 6.932255 -5.745656 -1.1 -0.7 -0.2
H 2.014034 2.735293 -5.455742 -0.1 -0.6 -0.2
H 1.264107 2.583798 -7.072232 0.8 0.4 -0.6
H 0.465694 3.365206 -5.795610 -0.1 1.0 0.0
H 2.369408 6.010573 -7.837003 0.9 -0.2 0.7
H 1.443279 4.704873 -8.311755 -0.3 -0.6 0.2
H -0.226435 5.394676 -6.535020 -0.1 0.2 0.3
H -0.425198 6.447009 -8.791698 0.1 -0.2 -0.1
H 0.623183 7.754644 -8.302606 0.4 -0.2 0.1
H -0.913153 7.565130 -7.572311 0.0 -0.2 0.4
H 1.354282 6.330573 -5.008937 0.2 0.0 0.0
H 1.760628 7.559277 -6.008267 0.1 -0.1 -0.3
C -1.669264 -6.133778 -0.159359 -1.3 0.9 0.2
O -1.985823 -4.866256 -0.750269 0.2 0.2 0.5
C -1.840190 -3.745669 0.178207 0.5 -1.7 -1.2
C -2.759537 -3.793274 1.368951 -0.7 0.7 -0.6
C -4.191974 -3.915059 0.877925 -1.2 -0.9 0.3
N -2.670594 -2.547251 2.123231 -0.5 0.4 0.8
H -0.626849 -6.203733 0.152818 0.1 -0.1 -0.1
H -1.987599 -6.923397 -0.838712 0.5 0.1 -0.3
H -2.348394 -6.230076 0.689735 0.4 -0.4 0.4
H -0.804414 -3.806277 0.519974 0.3 0.6 0.0
H -2.058558 -2.889581 -0.458986 0.2 0.2 0.3
H -2.453150 -4.599624 2.036966 -0.3 -0.3 -0.1
H -4.924325 -4.001566 1.684139 0.3 0.2 0.5
H -4.444564 -4.806310 0.302216 0.5 0.0 -0.4
H -4.531584 -3.035073 0.330615 0.4 0.0 -0.3
H -2.183128 -1.756140 1.723105 0.2 -0.3 -0.7
H -3.618264 -2.215359 2.238800 0.0 0.1 0.3
C 5.365557 -3.945253 -3.649236 -0.9 1.1 -0.5
O 4.185959 -3.133692 -3.343089 1.6 -0.9 0.1
C 3.845593 -2.331860 -4.452298 -2.2 1.1 1.4
C 2.785443 -1.281926 -3.903167 -0.6 -0.9 -0.8
C 1.462945 -1.987694 -3.443223 1.7 0.0 0.7
N 2.402088 -0.349688 -4.931083 1.0 0.2 -1.2
H 5.688174 -4.612481 -2.852138 -0.4 0.4 0.4
H 6.134360 -3.217721 -3.911976 0.4 -0.3 0.1
H 5.165917 -4.569317 -4.522245 -0.1 0.0 -0.1
H 4.634028 -1.732348 -4.909218 0.4 -0.4 0.0
H 3.311383 -2.986175 -5.144952 0.2 0.2 -0.7
H 3.278899 -0.590490 -3.219167 0.0 -0.8 0.9
H 0.964433 -2.440568 -4.300630 0.0 0.3 -0.2
H 0.855282 -1.222464 -2.963025 -0.3 -0.3 -0.1
H 1.680450 -2.820612 -2.772945 -0.1 0.1 0.3
H 1.903512 0.445634 -4.561811 -0.3 -0.2 -0.2
H 1.945814 -0.820147 -5.699584 -0.4 0.4 0.0
C -2.006715 4.758213 2.415768 0.4 -1.3 1.2
O -2.931013 3.861370 3.116982 0.0 2.1 -1.2
C -2.320608 2.716103 3.600836 -0.5 -0.8 0.0
C -3.279762 1.942107 4.573713 0.9 1.3 0.9
C -4.683804 1.664530 4.042426 1.0 -0.4 -1.4
N -3.441460 2.764486 5.805276 -0.4 -0.4 -0.7
H -1.627127 4.333426 1.484865 -0.9 0.1 -0.6
H -1.053651 4.804515 2.950284 -0.1 0.2 0.7
H -2.388429 5.776046 2.383045 -0.4 -0.3 -0.4
H -2.031688 2.066772 2.768845 0.2 -0.2 -0.2
H -1.419019 3.067140 4.109736 0.3 -0.6 0.4
H -2.702481 1.088541 4.932632 -0.3 -0.5 -0.5
H -5.337575 1.192724 4.773023 0.0 0.4 0.0
H -4.635503 1.038229 3.148676 0.2 -0.6 0.2
H -5.054306 2.565904 3.552213 -0.4 0.3 0.8
H -2.548630 3.212878 5.963242 0.0 0.3 0.3
H -4.093046 3.476248 5.498881 0.0 0.5 0.5
```
Forces are in eV/Å.

Its net charge is 0. The orbital gap is 9.31 eV. Its SMILES is COC[C@H](C)N.COC[C@H](C)N.COC[C@H](C)N.COC[C@H](C)N.COC[C@H](C)N.COC[C@H](C)N.COC[C@H](C)N. The calculation puts the HOMO energy at -8.736 eV. The value obtained for the energy above the lowest of the compared OMol25 structures with the same formula, charge and spin is 401.8 kJ/mol.

=====

> Among the records above, which one has the highest energy above the lowest of the compared OMol25 structures with the same formula, charge and spin?

number 2